(1)
ORCA calculation (ωB97M-V/def2-TZVPD) on a structure of composition C26H50Cl2CuN3O5Si.

Structure (XYZ):
```
88
Properties=species:S:1:pos:R:3:forces:R:3
C -1.483657 -0.079146 -5.240263 -0.32 -0.21 -0.36
C -0.961326 -0.929440 -4.114541 0.82 -0.52 -0.08
H -1.570100 -0.700127 -6.148366 -0.07 0.44 0.25
H -0.818542 0.776648 -5.479243 -0.34 -0.47 0.24
H -2.485752 0.318507 -4.983783 0.49 -0.07 -0.21
C -0.395955 -2.138671 -4.346906 -0.77 0.99 0.64
C -0.419777 -2.854676 -5.659089 0.32 -0.34 -0.50
H 0.052033 -2.698137 -3.521600 -0.36 0.26 -0.15
H 0.129323 -2.312460 -6.446296 -0.20 -0.20 0.14
H -1.444676 -3.052016 -6.027514 0.41 0.18 0.18
H 0.068426 -3.829631 -5.524103 -0.13 0.21 -0.23
Cu -0.770272 1.229396 2.411689 -0.58 -0.40 2.07
Cl 0.742289 2.586774 1.768491 1.35 1.28 -0.30
C 0.388968 -1.694757 2.574433 0.47 1.49 0.03
O 0.999370 -0.627246 2.408291 -0.74 -1.95 0.45
N 0.996754 -2.840469 2.971810 0.36 -0.38 0.18
C 2.443726 -2.892112 3.109245 -0.20 -0.17 0.14
C 0.255903 -3.998632 3.448109 -0.02 0.34 -0.43
H -0.708438 -1.810804 2.420065 0.52 0.33 0.16
H 2.899078 -2.006185 2.656909 -0.18 -0.19 0.12
H 2.818699 -3.799349 2.611946 0.00 0.17 0.05
H 2.707280 -2.961970 4.177238 0.10 0.10 -0.23
H -0.806108 -3.734444 3.552376 0.33 -0.10 0.01
H 0.658223 -4.322784 4.419633 -0.19 0.11 -0.17
H 0.340681 -4.837720 2.738805 -0.01 0.09 0.20
H 1.110787 2.541750 5.926114 0.16 0.17 -0.12
H -0.202040 6.155675 5.034418 0.06 0.00 0.04
C 1.436880 3.380177 5.303666 0.24 -0.13 -0.03
C 0.417350 5.490947 4.425725 -0.30 0.09 -0.03
N 0.263482 4.101259 4.835379 -0.06 -0.10 -0.08
H 2.008180 2.986449 4.449428 -0.18 0.02 0.17
C -0.718348 3.359955 4.292337 0.64 -2.02 -0.18
O -0.705563 2.108005 4.280643 0.04 2.58 1.03
H 0.123336 5.611628 3.377009 0.22 0.00 0.13
H -1.519913 3.925298 3.813789 -0.13 0.17 -0.05
H 2.070683 4.065618 5.876258 -0.18 -0.15 0.01
H 1.461839 5.788594 4.550349 -0.20 -0.09 -0.14
H 3.898373 0.825787 -2.576140 -0.02 -0.06 0.20
H 2.548553 -1.326582 -3.402843 0.29 -0.13 0.15
C 4.125723 0.362146 -1.614075 -0.20 0.11 0.25
C 3.455694 -1.693749 -2.893312 -0.19 0.18 0.29
N 3.631390 -1.004287 -1.610626 0.58 -0.91 -0.01
H 3.639358 0.908052 -0.798758 0.10 0.02 -0.23
C 3.849501 -1.730305 -0.468682 0.49 1.23 0.95
O 4.249903 -1.225575 0.589037 -0.55 -1.06 -1.69
H 3.331337 -2.769701 -2.693615 0.04 0.37 -0.18
H 3.634266 -2.813112 -0.589601 0.02 0.32 0.11
H 5.207868 0.381520 -1.433175 -0.10 0.01 -0.07
H 4.322455 -1.533057 -3.558091 -0.21 -0.12 0.27
O -0.176930 0.811535 -2.555312 -0.19 -1.82 -0.89
C -1.087953 -0.314068 -2.719727 0.32 0.29 0.45
C 0.379422 -1.793863 -1.231938 -0.26 -0.03 -0.33
C -0.896781 -1.419621 -1.667015 0.12 0.00 0.04
H 1.236661 -1.164820 -1.513448 -0.53 -0.38 0.29
C 0.539675 -2.976695 -0.502700 0.10 0.23 -0.19
H -2.134096 0.040411 -2.603831 0.43 0.03 -0.08
C -2.014726 -2.164243 -1.243272 0.44 0.48 -0.45
H 1.551195 -3.296081 -0.232267 -0.43 0.05 0.05
C -0.567402 -3.745170 -0.143024 -0.06 0.20 -0.05
C -1.854344 -3.300913 -0.462298 0.29 -0.06 -0.21
H -3.011425 -1.824841 -1.543596 0.30 -0.15 0.18
H -0.431537 -4.687715 0.382303 -0.02 0.19 0.05
H -2.727629 -3.857167 -0.130456 0.14 0.05 -0.05
Si -0.071807 2.416685 -2.925071 -0.97 0.59 3.92
Cl -1.289809 0.097623 0.788175 0.30 -0.45 -3.78
C 1.760535 2.858076 -2.804169 0.66 -0.19 -0.41
C -0.577020 3.214979 -1.262176 0.37 -0.08 -0.18
C -1.501267 3.027977 -3.956165 0.01 0.23 -1.21
H 2.426900 2.280658 -3.456308 -0.05 0.21 -0.08
H 2.051118 2.597295 -1.758130 -0.52 0.04 -0.69
H 2.005949 3.928718 -2.907630 -0.31 -0.34 -0.16
H -1.431502 2.886945 -5.040548 -0.23 -0.01 0.09
H -1.666850 4.102170 -3.777032 0.21 -0.34 0.06
H -2.399057 2.505273 -3.577941 0.45 0.09 -0.13
H 0.135400 2.899522 -0.482539 -0.33 0.07 -0.38
H -1.556086 2.897769 -0.883336 0.01 0.08 -0.21
H -0.529911 4.313198 -1.284135 -0.14 -0.04 -0.05
C -4.047117 -0.868717 3.625034 -0.62 0.17 0.26
C -3.282299 -0.023571 2.618717 1.00 -1.94 0.58
C -3.965000 1.201879 2.017945 0.09 -0.14 0.21
O -2.071523 0.184200 3.301667 -0.62 0.68 -0.17
H -4.079615 -0.350650 4.593882 -0.18 -0.10 -0.14
H -3.514073 -1.817690 3.779952 -0.05 0.29 -0.07
H -5.054796 -1.102781 3.279336 -0.29 -0.05 0.07
H -3.068035 -0.720198 1.773650 -0.63 0.36 0.35
H -3.689693 2.088681 2.597602 -0.20 0.04 0.01
H -3.618206 1.337054 0.982749 -0.14 0.05 0.37
H -5.047641 1.051078 2.030443 -0.08 0.22 -0.05
```
Forces are in eV/Å.

Summary:
multiplicity	2
E_tot	-120045.7343	eV
net charge	-1
energy above the lowest of the compared OMol25 structures with the same formula, charge and spin	0.141	eV
⟨S²⟩	0.75



(2)
ORCA calculation (ωB97M-V/def2-TZVPD) on the ion C3H5NO4P with charge -1.

Structure (XYZ):
```
14
Properties=species:S:1:pos:R:3:forces:R:3
C -0.087396 0.286791 -0.098706 -4.63 -0.12 -0.29
C -0.115916 1.634570 -0.776054 2.12 -6.43 -3.71
C -0.425389 0.454597 1.384894 0.28 -2.31 0.28
N -0.318301 2.796625 -0.838911 -1.89 4.13 4.49
O 0.461691 -2.807072 0.651980 -0.74 -0.30 0.63
O 2.123416 -2.658562 -1.296659 -0.81 0.31 -0.40
O -0.474557 3.948292 -1.191302 0.23 1.18 -1.81
O 0.932698 -0.461026 -0.475142 2.79 -1.33 -0.02
P 0.850301 -2.250805 -0.651967 0.91 2.25 0.32
H -1.079861 -0.258479 -0.498703 1.34 1.23 0.25
H -0.273899 -1.969158 -1.453056 -0.10 -0.86 -0.47
H -1.459132 0.252927 1.611639 -0.63 0.19 -0.33
H 0.067176 -0.382195 1.903455 0.36 0.61 0.10
H -0.200832 1.413494 1.728531 0.77 1.44 0.96
```
Forces are in eV/Å.

Summary:
multiplicity	3
E_tot	-22157.3107	eV
net charge	-1
⟨S²⟩	2.01



(3)
ORCA calculation (ωB97M-V/def2-TZVPD) on an isolated molecule of C4H6N2.

Structure (XYZ):
```
12
Properties=species:S:1:pos:R:3:forces:R:3
C 1.692329 -0.353692 0.208131 -0.19 0.70 -0.17
C 0.235219 -0.191336 -0.086980 0.20 -0.51 0.50
C -0.699233 -0.902901 -0.770857 -0.64 -0.25 -0.23
N -1.946241 -0.338930 -0.637120 0.13 0.04 0.21
C -1.775480 0.692667 0.151614 -0.41 -0.15 -1.31
N -0.481279 0.814171 0.523575 0.10 0.58 -0.02
H 1.933709 0.427926 0.924459 0.34 -0.01 0.14
H 2.000334 -1.298724 0.636456 -0.24 -0.28 0.02
H 2.285680 -0.163322 -0.679011 0.19 -0.06 -0.17
H -0.634530 -1.786782 -1.378728 0.47 -0.14 0.05
H -2.530755 1.456799 0.182212 0.03 0.21 0.80
H -0.079752 1.644125 0.926248 0.02 -0.13 0.18
```
Forces are in eV/Å.

Summary:
E_tot	-7225.3190	eV
net charge	0
energy above the lowest of the compared OMol25 structures with the same formula, charge and spin	0.272	eV
SMILES string	Cc1cnc[nH]1



(4)
ORCA calculation (ωB97M-V/def2-TZVPD) on a structure of composition C24H43N8O3SSbTeTl.

Structure (XYZ):
```
82
Properties=species:S:1:pos:R:3:forces:R:3
Tl 0.558419 0.643983 0.868662 -0.27 -0.52 -0.12
N 1.172466 0.339134 3.824653 0.02 -0.10 0.03
N 2.499276 0.656333 4.109645 0.08 -0.17 -0.05
C 3.446936 0.649864 3.146050 -0.21 0.34 0.12
N 4.677357 1.003963 3.504988 0.04 -0.07 -0.09
N 3.020138 0.309826 1.930652 0.40 -0.27 -0.10
N 3.882562 0.362843 0.878414 0.03 0.30 -0.04
O 5.079905 0.606108 0.985080 -0.18 -0.11 0.10
O 3.343268 0.165710 -0.203224 -0.08 -0.11 -0.02
H 0.581399 1.159719 3.913837 0.00 0.07 -0.04
H 0.862920 -0.406203 4.434618 -0.06 0.04 0.05
H 2.745387 1.001287 5.023747 -0.02 0.04 0.01
H 4.883675 1.308211 4.439868 -0.03 0.00 0.01
H 5.382392 1.028043 2.782292 0.00 0.02 0.02
C -0.384561 -0.365822 -3.802612 0.00 0.01 -0.03
C -0.452686 -0.364729 -2.426752 0.04 0.06 0.06
N 0.213913 0.522832 -1.678219 0.05 -0.13 -0.04
C 0.943259 1.452718 -2.279483 -0.04 -0.01 0.12
C 1.051228 1.554883 -3.663470 0.13 0.13 -0.15
C 0.396251 0.602907 -4.425561 -0.06 -0.03 -0.09
C 1.893031 2.601271 -4.284826 -0.05 -0.31 0.01
C 1.973657 3.883314 -3.943596 -0.13 0.27 0.14
C 1.133828 4.621145 -2.968165 0.10 -0.25 -0.20
C 1.579210 5.822166 -2.441696 0.15 0.09 0.03
C 0.736810 6.481488 -1.566362 -0.15 0.02 0.10
N -0.461467 6.006693 -1.232481 0.10 -0.07 -0.13
C -0.793014 4.847277 -1.797126 0.10 0.03 -0.02
N -0.067309 4.130757 -2.648529 -0.15 0.15 0.09
H -0.928052 -1.105219 -4.376526 0.03 0.03 0.01
H -1.051054 -1.099247 -1.893803 0.01 0.02 0.01
H 1.463203 2.153713 -1.631991 -0.02 -0.06 -0.02
H 0.477115 0.628267 -5.506320 -0.01 -0.01 0.03
H 2.527877 2.261080 -5.097886 0.00 -0.01 0.05
H 2.712950 4.489106 -4.456160 -0.03 0.02 0.00
H 2.548906 6.226070 -2.702532 -0.04 0.00 0.00
H 1.028307 7.425017 -1.118689 -0.01 0.00 0.01
H -1.764659 4.444723 -1.535438 0.06 0.04 -0.03
C -3.748964 2.848736 -0.956891 -0.02 -0.02 0.04
C -4.686462 1.864381 -0.260752 0.08 -0.05 0.01
C -4.088712 1.279136 1.021723 -0.11 0.20 0.01
S -2.767053 0.131589 0.617845 0.36 0.24 0.10
O -1.815267 0.120294 1.808870 -0.16 -0.36 -0.32
C -3.697280 -1.428059 0.616421 0.02 -0.05 0.13
C -3.617511 -2.185590 1.937585 -0.11 0.01 0.02
C -4.568928 -1.671085 3.013923 0.02 0.02 -0.02
H -4.146544 3.146316 -1.927613 -0.01 0.01 0.03
H -2.754926 2.422953 -1.123992 -0.07 -0.04 0.02
H -3.624741 3.749347 -0.351641 0.01 -0.04 0.00
H -4.958443 1.052595 -0.944490 0.00 0.00 0.02
H -5.621558 2.360958 0.002294 -0.01 -0.01 -0.01
H -4.824897 0.758987 1.632215 -0.01 0.07 0.03
H -3.595342 2.045070 1.624160 -0.02 0.01 -0.03
H -3.262252 -2.005904 -0.196599 0.00 -0.07 -0.02
H -4.722463 -1.175134 0.334488 0.02 -0.05 -0.01
H -2.593147 -2.127224 2.310368 0.05 -0.04 -0.04
H -3.824568 -3.236338 1.720194 -0.03 0.01 0.04
H -4.308369 -0.657447 3.322010 0.01 -0.02 -0.01
H -4.523779 -2.300546 3.902810 0.01 0.00 -0.03
H -5.603284 -1.670829 2.662143 0.02 0.01 0.00
Te 0.625710 3.196019 1.335724 0.00 0.33 0.10
C -1.132899 -4.251920 -0.813488 0.11 -0.07 0.05
C -0.273414 -4.094740 0.440121 -0.34 0.09 -0.12
Sb 0.885100 -2.305062 0.528819 0.41 0.35 0.20
C 2.091972 -2.638463 -1.199284 -0.02 -0.06 -0.10
C 2.739105 -4.017779 -1.313072 -0.02 0.08 -0.05
C 2.077189 -2.842458 2.227213 0.04 -0.19 0.03
C 2.534187 -4.299575 2.332245 -0.03 0.09 0.04
H -1.570295 -5.251103 -0.851352 0.00 0.02 0.01
H -0.546403 -4.123655 -1.726680 0.00 0.00 0.04
H -1.955709 -3.540104 -0.845547 -0.01 0.07 0.02
H 0.488079 -4.873215 0.479895 -0.02 -0.02 0.03
H -0.858494 -4.156983 1.358733 -0.04 -0.04 -0.05
H 2.827612 -1.836451 -1.212097 0.02 -0.03 -0.02
H 1.413382 -2.451947 -2.035689 0.05 -0.01 -0.02
H 3.507488 -4.166571 -0.556828 0.01 0.01 0.01
H 3.221614 -4.120159 -2.286763 0.00 0.01 0.01
H 2.019051 -4.833717 -1.227207 -0.01 0.03 0.01
H 1.447549 -2.577665 3.080721 0.04 0.02 0.00
H 2.921211 -2.154296 2.234348 -0.01 -0.04 0.01
H 1.702127 -5.004059 2.304778 0.00 0.05 0.01
H 3.050173 -4.457095 3.281367 0.01 0.01 -0.02
H 3.227323 -4.570425 1.537879 -0.02 0.01 0.00
```
Forces are in eV/Å.

Summary:
E_tot	-72998.3326	eV
net charge	+1
energy above the lowest of the compared OMol25 structures with the same formula, charge and spin	0.578	eV